ORCA calculation (ωB97M-V with the def2-TZVPD basis set) on C23H33NO2P2SiSm as an isolated structure in a non-equilibrium geometry.

The geometry in XYZ format:
```
63
Properties=species:S:1:pos:R:3:forces:R:3
H -2.536422 0.480821 3.797712 0.26 0.05 0.08
C 3.126102 0.680454 -0.980051 -3.31 0.75 0.84
C -1.294227 2.044878 -3.179878 -0.32 0.85 0.30
H -1.628731 2.008516 3.832598 0.02 -0.20 0.09
H -1.819876 -3.601808 0.511436 -0.01 -0.05 -0.19
C 2.521898 0.321010 -3.620981 -0.04 -0.65 -0.27
H -4.023769 -0.790768 -0.967239 0.05 0.20 0.16
H -4.839974 0.787559 -0.860874 0.38 -0.03 0.04
H 3.290057 2.312679 -3.892702 -0.11 -0.01 0.15
O -0.034096 0.207591 1.851997 0.27 -0.01 -0.99
H -2.506941 3.730683 -3.684577 0.42 -0.07 -0.10
H -0.612553 5.136530 -4.503266 0.14 -0.36 0.20
C -2.795870 2.720524 -0.254458 0.08 0.14 0.39
O 3.071185 -0.109905 -0.009380 0.85 0.25 -1.58
C 2.413212 1.720508 -3.635459 -0.40 -0.18 -1.02
H -2.432802 0.220617 -3.032613 0.01 0.03 -0.13
H -3.814362 3.012833 -0.555346 0.33 -0.21 0.01
C 0.039727 1.539676 -3.175462 0.88 -0.98 1.04
C 1.143240 2.322892 -3.635251 -0.21 0.06 -0.08
C -1.611986 0.957827 4.156196 0.41 -0.18 -0.16
N 0.339106 0.308780 -2.612568 -0.95 -0.87 -2.64
C 1.401692 -1.849925 -3.097751 0.31 -0.01 0.37
H -2.415387 -3.128178 -1.093107 0.15 -0.08 0.11
H -1.626050 0.945943 5.254679 -0.03 0.01 -0.22
C -1.484106 3.339305 -3.665851 -0.04 -0.89 0.40
C 1.388945 -0.418775 -3.168035 -0.70 0.87 1.08
P -2.374394 1.011018 -0.781647 -0.69 0.81 -0.72
Si -0.039813 0.095217 3.491006 -0.43 0.08 0.74
H 1.743302 4.240507 -4.422132 -0.32 -0.04 -0.02
H -3.440854 1.668801 -2.893122 0.39 0.06 0.01
H 1.160777 -3.703862 0.917249 0.15 -0.09 -0.24
H -1.411437 -4.596152 -0.917023 0.06 0.27 0.05
H 2.596231 -3.577219 -3.433281 0.08 -0.01 -0.08
C -1.569395 -3.572113 -0.555013 -0.22 0.17 0.19
H 2.234259 -3.178157 -0.404084 -0.19 -0.06 0.08
H 4.610495 -2.321679 -4.233641 -0.31 0.09 0.22
H 3.925005 0.975270 -1.724348 0.85 -1.13 1.50
H 0.877607 -2.201220 3.569444 -0.22 0.03 0.10
C 0.892902 3.643883 -4.091778 -0.70 0.48 0.12
C -2.463174 1.237639 -2.630697 0.44 -0.21 -0.03
H 1.448479 2.037972 3.913498 0.10 -0.29 0.02
P -0.082319 -2.535247 -0.770191 0.35 -1.10 -0.88
H -0.025711 -1.917649 5.064602 -0.01 0.16 -0.24
C 3.715922 -1.788038 -3.909079 0.28 0.96 -0.29
H 1.195242 -4.618472 -0.630655 -0.02 0.25 0.14
C -0.036868 -1.743117 3.979819 0.14 0.17 -0.17
H -4.120953 0.054454 0.595692 0.00 -0.01 -0.24
C -0.407483 4.136828 -4.111354 1.00 -0.09 -0.25
H 2.361452 0.547502 3.521380 -0.19 0.26 0.22
H 0.274378 -3.712153 -2.871625 0.02 0.42 -0.04
C 0.188226 -2.644198 -2.610011 0.08 0.36 0.02
C 1.524840 0.957963 4.116421 0.01 -0.15 -0.16
C -3.992750 0.195881 -0.485483 0.02 -0.41 0.23
C 2.576436 -2.494960 -3.472470 -0.56 0.48 0.12
H -0.731694 -2.236061 -3.049726 0.19 -0.13 -0.10
C 1.256975 -3.620538 -0.173692 0.06 -0.04 0.30
Sm 0.529733 0.187731 -0.222971 1.60 0.91 1.81
C 3.696155 -0.401343 -3.983128 0.07 -0.09 0.12
H -2.728414 2.771911 0.840659 -0.04 0.07 -0.24
H 4.555781 0.200821 -4.307682 -0.27 -0.56 0.03
H -2.086694 3.445458 -0.672599 -0.08 -0.18 0.09
H -0.904080 -2.281516 3.568386 0.19 0.18 0.06
H 1.787126 0.835172 5.179605 -0.27 -0.05 -0.35
```
Positions in Å, forces in eV/Å.

Output
E_HOMO (spin up / spin down) (eV): -9.6 / -9.8
Charge: +1
Energy above the lowest of the compared OMol25 structures with the same formula, charge and spin (kJ/mol): 0.0
Spin multiplicity: 6
<S²>: 8.78
Frontier orbital gap (spin up / spin down) (eV): 5.2670 / 5.3995
Maximum force (eV/A): 3.5

---

ORCA calculation (ωB97M-V with the def2-TZVPD basis set) on a 5-piece molecular cluster, C23H34B3Cl16O6P overall in a non-equilibrium geometry.

The geometry in XYZ format:
```
83
Properties=species:S:1:pos:R:3:forces:R:3
Cl -6.898044 5.148457 2.813090 0.12 0.11 -0.23
H -0.729690 -1.905484 -2.132883 -0.80 0.56 1.68
Cl -9.804275 4.825457 -3.962346 0.02 -0.29 -0.02
H 5.946818 -0.102674 -1.123069 0.67 -1.34 0.53
C -1.894394 -0.744195 1.691127 0.63 -0.89 -2.94
H -5.931865 -1.200038 0.094638 0.77 1.55 -0.51
H -3.130445 -0.773666 -1.799891 0.97 -0.25 1.45
H 11.410960 3.657346 0.258742 0.92 -1.16 -0.84
C -6.203974 5.969730 1.398503 0.00 0.02 -0.02
H -4.097169 2.349985 0.046678 -0.21 -1.05 1.67
B 9.785552 0.566026 -0.220973 -2.41 0.52 -0.25
Cl -10.474685 2.253765 -2.800549 0.08 0.17 -0.25
H 13.094017 2.775586 0.151464 -1.90 0.13 -0.44
Cl -4.526455 5.435208 1.164447 -0.26 0.07 0.05
H 6.367093 -3.130221 -0.040799 -0.86 1.50 0.21
C -4.311409 -5.020486 2.487436 0.08 0.03 -0.09
C -7.919520 -0.015186 -1.090282 0.67 -0.51 1.35
H 5.726624 -1.726828 1.077335 0.59 -0.61 -1.46
H 0.144722 -1.544352 2.423485 -1.02 0.17 -1.76
C -0.068935 -1.863540 0.069443 -4.18 1.43 0.65
Cl 14.007255 -4.271084 -0.697919 -0.26 0.09 0.04
H 1.631909 -0.448770 -0.105381 1.01 -1.43 -0.59
Cl -7.153630 5.565164 -0.045738 0.10 0.09 0.23
O 1.187941 -2.504187 -0.157763 -1.59 2.23 0.07
H -6.000958 2.991004 -0.774956 -0.32 -1.32 -0.91
O 8.534790 0.105234 0.382656 1.68 -1.07 -3.01
H 2.319610 -1.334966 -1.581489 -0.11 -0.36 1.51
H -8.373043 1.852720 0.782303 1.55 -0.75 0.42
H -5.961089 1.808738 -2.287667 -0.40 0.40 1.46
H -8.111410 -0.931532 -0.407612 0.12 1.29 -1.26
Cl -3.103104 -6.266037 2.869115 -0.21 0.19 -0.05
Cl 11.623147 -4.508733 0.938251 0.12 0.16 -0.24
C -4.374609 0.191492 0.866927 0.73 -0.96 0.32
H -6.770946 2.058183 1.647751 -0.65 -1.24 -0.74
O 9.091199 -1.776384 -1.110059 -0.70 2.95 -1.63
Cl -3.501416 -3.603979 1.786318 0.07 -0.73 0.01
C -1.086528 -1.583470 -1.091914 0.06 0.37 2.80
Cl -6.235501 7.726804 1.659005 0.00 -0.30 -0.04
C 5.812351 -2.125606 0.006389 -0.54 0.35 -0.77
C -0.510307 -1.399127 1.490649 -2.25 0.45 -2.41
C -9.770188 3.067061 -4.214118 0.02 0.00 -0.05
B 9.747531 -0.918148 -2.098098 -0.81 0.73 2.80
Cl -10.713373 2.657803 -5.662820 0.16 0.07 0.25
C 12.337839 -3.704384 -0.475171 -0.03 -0.04 -0.07
Cl -5.484040 -5.670558 1.321078 0.17 0.10 0.19
H -4.375175 -1.574495 2.341420 -1.00 2.12 -0.23
H -2.939117 1.817119 1.353514 -1.80 -0.01 -0.40
O 4.436490 -2.336155 -0.475339 0.57 0.86 1.65
C -2.939730 -0.503404 0.533414 3.24 -1.49 -0.99
O 10.688310 1.792416 2.339589 1.26 0.21 -1.26
C -4.844903 -0.518588 2.261903 0.87 -0.15 0.26
H 3.363174 -2.083810 1.384124 0.05 0.59 -1.66
H 6.503163 -1.595176 -2.042078 -0.01 0.66 1.51
H -2.202736 -0.433734 2.744061 0.61 -0.53 -1.64
H 10.075056 -1.319983 -3.153730 0.16 0.09 -0.07
Cl 11.383578 -4.092665 -1.922673 0.19 0.02 0.23
H 11.507559 2.091476 2.809996 -1.08 -0.51 -0.41
C 11.971446 2.733400 -0.122050 0.16 -0.05 0.47
C -7.387604 1.305041 1.055699 -1.02 0.20 -0.48
H -4.420256 0.066493 3.164428 -1.01 -0.79 -1.33
Cl -5.158825 -4.541822 3.974679 0.11 -0.06 -0.21
H 3.878823 -0.506425 0.573944 -0.25 -1.58 -0.57
C 2.135288 -1.428180 -0.457817 0.65 1.12 0.84
C -2.481011 -0.927906 -0.881546 2.40 -0.56 2.92
P 11.252372 1.218551 0.813949 0.69 0.56 0.28
C 3.516552 -1.583124 0.351864 -1.05 0.32 -0.38
Cl 12.339171 -1.945250 -0.216928 0.05 -0.29 0.05
H 11.881785 2.571665 -1.250023 -0.04 0.31 1.61
C 6.510856 -1.089002 -1.010677 0.36 -0.67 0.18
C -6.477534 2.107026 -1.315792 -1.37 -0.18 0.74
B 8.058685 -0.904154 -0.548517 0.50 0.07 0.62
H -5.101348 -0.330475 -1.287015 -0.39 0.43 1.63
H -7.539381 2.460300 -1.616140 1.72 -0.41 0.44
H -7.555733 -0.395973 -2.104809 -0.67 0.66 1.29
H -4.629033 2.270342 1.886281 0.52 -0.76 -1.48
H -5.971209 -0.674921 2.323051 1.54 0.61 0.03
H -8.893430 0.581581 -1.142363 1.51 -0.79 -0.18
C -4.052875 1.757474 1.038263 1.25 0.09 0.18
C -5.497295 -0.171884 -0.218418 -0.41 -0.36 -0.01
C -6.744201 0.830102 -0.331204 -0.77 -0.01 -1.05
H -7.730081 0.412647 1.707875 0.82 1.43 -1.00
Cl -8.089240 2.533141 -4.431167 -0.34 0.10 -0.05
O 9.900052 0.476223 -1.675102 0.19 -2.64 1.36
```
Positions in Å, forces in eV/Å.

Output
E_HOMO (eV): -8.4
Energy above the lowest of the compared OMol25 structures with the same formula, charge and spin (kJ/mol): 727.0
SMILES: CP(O)B1OBOB(CCOCCOc2ccc(C(C)(C)CC(C)(C)C)cc2)O1.ClC(Cl)(Cl)Cl.ClC(Cl)(Cl)Cl.ClC(Cl)(Cl)Cl.ClC(Cl)(Cl)Cl
Frontier orbital gap (eV): 8.4658
Maximum force (eV/A): 4.5

---

ORCA calculation (ωB97M-V with the def2-TZVPD basis set) on a 3-piece molecular cluster, C23H34BClN3O13P3 overall in a non-equilibrium geometry.

The geometry in XYZ format:
```
78
Properties=species:S:1:pos:R:3:forces:R:3
N -2.817932 1.018902 5.920051 3.35 -3.13 -4.79
H -5.928478 -2.793691 -4.886608 0.07 0.19 0.04
O -2.975678 -1.182624 -3.126272 0.37 0.13 -1.05
C 2.851879 -2.075513 2.219389 1.52 -0.59 4.15
H -2.794436 0.745725 1.268263 -0.97 -0.74 -0.21
H -2.617981 2.804029 -4.018640 -0.08 -0.13 -0.03
H -5.099831 -2.257079 -6.364454 0.09 -0.03 0.09
H -4.328407 -2.508847 5.797033 -0.76 0.03 -0.42
H -1.625817 1.334540 -3.886057 -0.05 0.03 -0.05
H 4.085896 -0.072461 2.651811 -0.58 -1.91 0.57
H 2.519611 -1.752486 1.171863 0.49 -0.78 1.81
C 0.357302 -1.234151 -7.429700 -0.83 -0.23 -0.09
H 4.298629 3.056655 -7.784298 -0.10 -0.15 0.06
H 1.116182 3.688304 7.243322 -0.75 -1.33 -1.03
O -1.772134 -2.014722 0.825541 -1.08 2.19 1.22
P -3.434543 -0.461998 -4.483930 0.20 -0.17 -0.40
C 1.028232 1.171430 4.527121 -0.27 2.06 2.33
C 2.437131 -3.439366 2.876314 1.57 1.87 1.07
H 3.450370 2.748063 4.168010 -0.26 -0.43 1.74
C -3.202758 0.036827 4.950201 1.07 0.06 1.82
C -0.786768 2.416722 6.671451 3.36 -0.37 -1.84
H 0.410853 3.309877 -7.691277 0.03 -0.06 -0.04
Cl -6.046628 0.425788 6.619363 1.27 -0.70 -0.39
H -3.178773 -0.497059 -1.203141 -0.11 -0.06 -0.10
H -4.681219 -0.453792 -2.148542 0.08 -0.05 -0.01
H 2.580443 -4.868400 4.791419 0.50 1.78 -1.07
H 5.310244 2.083624 5.750811 -1.73 -0.34 0.61
C -2.569815 1.800515 -3.594909 0.43 0.27 0.30
O 3.120083 -0.275470 6.733972 3.73 1.93 -2.79
H 4.164730 -3.174555 6.179614 -0.70 0.60 -1.91
H -1.185608 -1.476640 0.246837 -0.91 -0.59 0.28
H -0.709433 1.960114 -7.405367 0.06 0.00 0.00
H 0.207166 -1.338684 -8.506461 0.11 -0.03 0.04
H -4.165269 -2.948622 -5.010283 -0.05 0.04 -0.05
C 4.024867 2.169525 -8.357969 0.42 0.28 -0.36
H 4.931990 1.626268 -8.628191 -0.11 0.04 -0.07
C 4.216047 -1.497150 4.501509 -1.74 -2.96 -2.25
H 1.770020 -4.117735 2.223415 1.23 1.11 1.41
C -2.297577 -0.648466 3.881130 1.83 1.72 1.02
C -5.023187 -2.327034 -5.278106 -0.07 -0.59 -0.36
C 4.253461 1.852341 6.165588 1.11 0.12 -0.74
H 4.243300 2.269707 7.235625 -0.29 -1.16 -1.47
H -0.522916 -0.761587 -6.987995 0.06 -0.12 -0.03
C -3.768055 -1.021034 -1.955711 -0.26 0.10 0.50
O -2.500849 -0.642328 -5.617170 -0.53 -0.02 1.15
C 3.799956 -2.887135 5.125462 -1.09 1.00 -3.44
H 0.484199 -2.223560 -6.989520 0.12 0.13 -0.03
P -5.045511 -0.512974 4.982402 -0.71 -1.25 -1.30
C 3.199737 2.698166 5.289440 -1.08 0.55 0.17
O -3.391948 -0.036846 1.146898 2.59 -0.98 0.94
C 0.708075 2.875676 6.553832 -2.42 -2.72 -2.01
C 2.893397 -3.875690 4.304590 1.34 3.92 -1.39
H -2.613258 1.874436 -2.505305 0.03 0.00 -0.07
O -3.690749 1.056924 -4.048293 -0.70 -0.91 -0.50
H 3.503460 2.486272 -9.264564 0.07 -0.05 0.03
O 1.501501 -0.445617 -7.126703 1.21 0.95 -0.14
O -5.088293 -2.235248 5.230831 1.52 2.62 0.85
C -1.422697 1.315679 5.710271 1.83 1.84 1.01
H 0.845098 2.021718 -6.546442 -0.01 0.00 -0.09
H 1.687450 0.701570 3.703267 -1.38 0.67 1.51
C 3.752363 -1.103675 3.040960 -0.92 -3.04 1.93
N -0.919316 -0.316364 3.726417 -3.97 1.39 2.45
O 2.558556 -0.253776 -9.494287 -0.61 0.91 0.82
B -2.653516 -1.200404 1.612447 0.43 -0.35 -0.06
O -2.853622 -1.621751 3.009154 1.24 2.47 -0.15
C 4.057121 0.265259 6.079880 -2.54 -0.13 2.77
C 0.342244 2.240001 -7.491151 -0.32 0.24 0.36
P 2.086457 0.474226 -8.296845 0.16 -0.64 -0.43
H 3.267336 3.794318 5.665564 -0.12 -1.83 -0.62
C -0.474805 0.703957 4.644152 0.41 0.50 0.52
O 0.912644 1.531507 -8.582291 0.55 -0.54 -0.46
O -4.914073 -1.021830 -4.727551 0.53 1.19 0.46
O 3.204025 1.342888 -7.546100 -0.84 -0.76 0.44
H 5.664381 -0.959888 5.934384 -0.35 0.06 -0.61
H -4.036639 -2.005929 -1.572634 0.05 0.03 -0.05
H -1.432548 2.899371 7.483220 0.96 -0.89 -1.45
N 5.049526 -0.501311 5.241559 -2.65 -0.45 0.32
C 1.675105 2.242572 5.452382 -4.04 -1.82 -0.45
```
Positions in Å, forces in eV/Å.

Output
E_HOMO (eV): -8.7
SMILES: O=C(CCc1ccc2nc(P(O)Cl)c(OB(O)O)nc2c1)Nc1ccccc1.COP(=O)(OC)OC.COP(=O)(OC)OC
Frontier orbital gap (eV): 7.3225
Maximum force (eV/A): 6.6